Formula: CH8NO5
Source: the Open Molecules 2025 dataset
Level of theory: the ωB97M-V functional and the def2-TZVPD basis

Output
2S+1: 1
max |F|: 3.9 eV Å⁻¹
highest occupied orbital energy: -5.377 eV
total charge: -1
ΔE to the lowest compared entry with this formula, charge and spin: 84.12 kJ/mol
lowest unoccupied orbital energy: 3.900 eV
molecular weight: 114.08 g mol⁻¹

```
15
Properties=species:S:1:pos:R:3:forces:R:3
N 1.569 0.013 2.189 -1.8 2.8 -2.0
C 1.237 -0.300 0.813 -1.0 -1.0 -0.4
O 0.058 0.137 0.472 2.3 -0.4 0.3
O 2.024 -0.999 0.118 -1.0 1.2 1.3
H 0.831 0.559 2.656 0.7 -0.7 -0.5
H 1.951 -0.662 2.745 1.3 -2.1 1.3
H -1.646 0.776 -1.764 0.1 1.1 -0.9
H -1.378 0.312 -3.069 0.8 -1.9 -1.4
O -1.609 1.125 -2.689 -0.8 0.9 2.2
H -1.776 0.813 0.462 -0.1 -0.5 -1.1
H -1.141 1.124 1.652 -0.2 0.2 0.0
O -1.994 1.316 1.228 -0.5 0.7 1.3
H -0.567 -0.796 -0.929 1.1 -0.7 -0.2
H 0.579 -1.508 -1.708 -0.2 0.3 0.6
O -0.386 -1.443 -1.660 -0.7 0.1 -0.4
```
Positions in Å, forces in eV/Å.